(1)
# C26H25N6PPtS

A molecular structure, C26H25N6PPtS (the ωB97M-V functional and the def2-TZVPD basis, the OMol25 dataset).

* spin multiplicity: 1
* energy above the lowest of the compared OMol25 structures with the same formula, charge and spin: 56.0 kcal/mol
* maximum force: 0.68 eV Å⁻¹
* E_HOMO (alpha / beta): -13.695 / -13.695 eV
* E: -2192.730928 hartree
* net charge: +2
* gap between HOMO and LUMO (alpha / beta): 6.6 / 6.6 eV
* lowest unoccupied orbital energy (alpha / beta): -0.262 / -0.262 Ha
* molar mass: 679.65 g/mol

Each line ends with the Mulliken charge.
Geometry (Å):
Pt: -0.563 0.520 -0.436  1.651
N: -0.282 0.006 3.678  -0.070
C: 0.348 1.228 3.755  -0.865
C: 0.411 1.701 2.484  -0.454
N: -0.170 0.781 1.643  -0.250
C: -0.577 -0.231 2.388  0.546
C: -1.176 -1.419 1.787  0.015
N: -1.279 -1.514 0.479  -0.025
C: -1.787 -2.764 0.213  -0.621
C: -1.996 -3.419 1.387  -0.783
N: -1.603 -2.553 2.382  -0.075
H: -0.461 -0.599 4.464  0.175
H: 0.680 1.642 4.690  0.439
H: 0.800 2.638 2.130  0.449
H: -1.959 -3.114 -0.790  0.488
H: -2.381 -4.399 1.606  0.450
H: -1.649 -2.750 3.368  0.180
N: -3.919 -0.261 -0.868  -0.287
C: -3.666 0.947 -0.345  0.460
N: -2.456 1.478 -0.295  -0.242
C: -2.513 2.772 0.271  0.049
C: -1.449 3.657 0.397  -0.334
C: -1.679 4.893 0.976  -0.876
C: -2.952 5.256 1.417  -0.594
C: -4.024 4.393 1.268  -0.524
C: -3.780 3.156 0.689  0.716
S: -4.937 1.902 0.320  -0.243
H: -3.204 -0.720 -1.405  0.126
H: -4.866 -0.579 -0.985  0.255
H: -0.466 3.396 0.022  0.531
H: -0.863 5.597 1.071  0.433
H: -3.110 6.230 1.860  0.405
H: -5.017 4.683 1.583  0.429
C: 2.209 1.520 -1.568  -1.622
P: 1.469 -0.049 -1.064  1.059
C: 2.662 -0.894 -0.028  0.515
C: 4.026 -0.698 -0.261  -0.796
C: 4.966 -1.385 0.488  -0.758
C: 4.554 -2.281 1.466  -0.596
C: 3.202 -2.493 1.690  -0.791
C: 2.257 -1.804 0.945  0.185
C: 1.209 -1.020 -2.542  0.533
C: 1.426 -2.401 -2.537  -0.425
C: 1.197 -3.136 -3.688  -0.791
C: 0.747 -2.505 -4.842  -0.507
C: 0.517 -1.136 -4.850  -0.765
C: 0.745 -0.392 -3.703  -0.482
H: 3.056 1.324 -2.228  0.530
H: 2.546 2.058 -0.683  0.416
H: 1.492 2.139 -2.108  0.509
H: 4.365 -0.009 -1.024  0.335
H: 6.020 -1.226 0.305  0.443
H: 5.291 -2.820 2.046  0.411
H: 2.886 -3.205 2.441  0.464
H: 1.205 -1.995 1.095  0.550
H: 1.790 -2.894 -1.644  0.418
H: 1.383 -4.201 -3.691  0.445
H: 0.585 -3.082 -5.742  0.423
H: 0.173 -0.647 -5.751  0.442
H: 0.572 0.678 -3.726  0.302

---

(2)
# C26H25NO8

2 unconnected molecules or ions with the total composition C26H25NO8 at a distorted geometry (the ωB97M-V functional and the def2-TZVPD basis, the OMol25 dataset).

* spin multiplicity: 1
* maximum force: 11.35 eV Å⁻¹
* E_HOMO: 0.028 eV
* E: -1661.691264 hartree
* net charge: -2
* gap between HOMO and LUMO: 1.7 eV
* lowest unoccupied orbital energy: 0.062 Ha
* molar mass: 479.49 g/mol

Each line ends with the Mulliken charge.
Geometry (Å):
C: 4.300 -1.449 -2.003  -0.844
C: 3.067 -2.558 -1.794  0.661
C: 3.814 -3.882 -1.098  -1.202
C: 2.309 -2.948 -3.206  -0.582
C: 0.936 -2.040 -3.483  -0.719
C: 1.201 -0.475 -3.007  0.358
C: 2.089 0.551 -3.980  -0.486
C: 2.443 2.123 -3.554  0.106
N: 3.293 2.989 -4.465  -0.552
C: 2.512 3.881 -5.186  0.720
O: 1.706 4.729 -5.882  -0.493
C: 1.864 2.657 -2.101  0.260
C: 0.938 1.685 -1.103  0.373
C: 0.621 0.141 -1.577  0.356
C: -0.289 -0.815 -0.573  -1.188
C: -1.869 -0.664 -1.070  -0.186
C: -2.870 -1.793 -0.417  -0.746
C: -3.804 -1.080 0.745  -0.247
O: -3.215 -1.438 2.073  -0.487
C: 0.407 2.318 0.351  0.196
O: -0.799 2.077 0.877  -0.461
C: 1.506 3.341 1.089  -0.370
C: 2.318 4.238 0.171  -0.393
C: 2.163 4.187 -1.493  0.123
O: 2.255 5.273 -2.280  -0.576
H: 5.198 -1.630 -1.256  0.347
H: 3.794 -0.383 -1.835  0.115
H: 4.695 -1.436 -3.120  0.183
H: 2.247 -2.155 -1.041  -0.153
H: 4.423 -3.443 -0.173  0.331
H: 3.028 -4.696 -0.791  0.326
H: 4.583 -4.289 -1.910  0.261
H: 1.961 -4.071 -3.182  0.298
H: 3.081 -2.837 -4.099  0.246
H: 0.783 -2.025 -4.654  0.349
H: 0.013 -2.470 -2.903  0.211
H: 2.512 0.127 -4.992  0.211
H: 0.059 -1.945 -0.567  0.411
H: -0.175 -0.437 0.542  0.367
H: -1.857 -0.766 -2.248  0.294
H: -2.205 0.421 -0.781  0.283
H: -3.573 -2.162 -1.306  0.300
H: -2.208 -2.676 -0.021  0.319
H: -4.917 -1.423 0.632  0.241
H: -3.793 0.111 0.685  0.197
H: -2.261 -1.741 1.948  0.249
H: 1.614 3.338 2.259  0.364
H: 3.109 4.951 0.703  0.260
C: -4.230 1.656 7.025  -0.766
C: -3.372 2.283 6.201  0.437
C: -3.032 1.474 4.953  0.487
O: -2.323 1.885 4.029  -0.653
C: -3.580 0.098 4.835  -0.629
C: -4.428 -0.534 5.666  0.344
C: -4.853 0.316 6.860  0.563
O: -5.680 -0.036 7.707  -0.732
O: -4.896 -1.710 5.565  -0.799
O: -2.843 3.428 6.344  -0.825
H: -4.541 2.157 7.935  0.339
H: -3.230 -0.425 3.953  0.604

---

(3)
# C26H26AlB2BeClF9LiMgNO15Si

A molecular structure, C26H26AlB2BeClF9LiMgNO15Si at a distorted geometry (the ωB97M-V functional and the def2-TZVPD basis, the OMol25 dataset).

* spin multiplicity: 1
* maximum force: 2.21 eV Å⁻¹
* E_HOMO: -9.246 eV
* E: -4352.249330 hartree
* net charge: +1
* gap between HOMO and LUMO: 1.1 eV
* lowest unoccupied orbital energy: -0.299 Ha
* molar mass: 915.87 g/mol

Each line ends with the Mulliken charge.
Geometry (Å):
C: -1.872 -3.527 1.731  0.138
C: -1.107 -2.611 1.636  -0.709
C: -0.392 -1.344 1.565  -0.058
C: -1.342 -0.338 0.987  1.365
C: -2.315 0.217 1.835  -0.759
C: -3.205 1.164 1.354  0.555
C: -4.192 1.770 2.320  -1.167
C: -3.418 2.862 3.085  -0.441
O: -4.298 3.562 3.945  -0.410
Si: -3.599 4.820 4.818  0.424
C: -4.389 6.497 4.347  -0.920
C: -1.753 4.992 4.515  -1.145
C: -3.815 4.425 6.629  -0.996
C: -3.157 1.522 0.019  -0.686
N: -2.230 0.971 -0.771  0.611
C: -1.320 0.082 -0.322  -1.041
C: -0.251 -0.433 -1.338  -0.528
C: 0.353 0.840 -1.974  -1.566
C: 0.812 1.854 -0.939  0.804
F: -0.109 2.812 -0.729  -0.269
F: 1.888 2.489 -1.423  -0.272
F: 1.183 1.304 0.226  -0.180
H: -2.365 -4.465 1.586  0.495
H: 0.568 -1.435 1.057  -0.447
H: -0.164 -1.018 2.582  0.691
H: -2.361 -0.079 2.874  0.691
H: -4.508 0.985 3.000  0.393
H: -5.022 2.245 1.804  0.412
H: -2.620 2.364 3.639  0.375
H: -3.027 3.551 2.332  0.389
H: -5.180 6.839 5.006  0.530
H: -3.414 7.281 4.363  0.308
H: -4.765 6.455 3.329  0.347
H: -1.221 4.103 4.839  0.340
H: -1.368 5.874 5.023  0.448
H: -1.602 5.160 3.447  0.373
H: -4.844 4.200 6.895  0.341
H: -3.219 3.531 6.814  0.305
H: -3.392 5.223 7.236  0.348
H: -3.825 2.248 -0.417  0.515
H: -2.217 1.266 -1.743  0.247
H: -0.640 -1.148 -2.096  0.798
H: 0.570 -0.948 -0.834  0.120
H: -0.387 1.295 -2.627  0.222
H: 1.187 0.593 -2.621  0.654
B: 1.099 -3.752 -6.201  1.393
O: 1.985 -2.609 -5.817  -0.648
C: 1.261 -1.768 -5.088  -0.663
O: 1.676 -0.741 -4.607  -0.114
C: -0.160 -2.340 -4.959  0.961
O: -1.044 -1.797 -4.357  -0.616
O: -0.223 -3.475 -5.621  -0.499
F: 1.628 -4.907 -5.747  -0.221
F: 1.045 -3.773 -7.637  -0.382
Mg: 3.143 -3.152 -7.755  1.246
C: -2.849 -5.807 5.174  0.726
O: -2.774 -5.783 3.917  -0.606
O: -2.539 -4.589 5.784  -0.472
O: -3.153 -6.745 5.899  -0.529
H: -2.351 -4.088 4.977  0.272
C: 0.321 3.102 -4.715  0.901
O: -0.694 2.775 -4.080  -0.587
O: 1.237 2.293 -5.075  -0.455
O: 0.593 4.273 -5.079  -0.405
Li: -1.630 -2.083 -0.851  0.948
Be: 0.666 -0.132 -6.619  0.453
B: 6.834 -5.350 -6.251  0.523
F: 6.860 -6.726 -6.383  -0.344
F: 6.239 -4.969 -5.029  -0.372
F: 8.099 -4.800 -6.373  -0.356
F: 5.998 -4.804 -7.301  -0.393
Cl: -3.265 8.542 3.443  -0.175
C: 4.239 -0.942 0.651  -0.604
C: 3.616 -1.952 -0.041  0.533
C: 4.534 -3.070 -0.544  0.703
O: 4.073 -4.054 -1.137  -0.580
C: 5.945 -2.941 -0.359  -0.608
C: 6.613 -1.889 0.355  0.231
C: 5.674 -0.827 0.951  0.154
O: 6.066 0.084 1.636  -0.523
O: 7.809 -1.787 0.510  -0.491
O: 2.370 -2.052 -0.336  -0.746
H: 3.645 -0.124 1.045  0.563
H: 6.532 -3.734 -0.810  0.524
Al: 3.567 -1.785 -2.541  0.615

---

What is the spin multiplicity in the third record?
1

---

The highest net charge belongs to which entry?
C26H25N6PPtS

---

Look up the molar mass of the third one.
915.87 g/mol